ORCA calculation (wB97M-V/def2-TZVPD) on a structure of composition C26H48BrN4O4P3Rb.

## Properties
orbital gap	8.7	eV
2S+1	1
net charge	+1
maximum force	0.8	eV/A
LUMO energy	-1.802	eV
E_HOMO	-10.533	eV

```
87
Properties=species:S:1:pos:R:3:forces:R:3:lowdin_charge:R:1
Rb -0.434199 -0.180611 0.081447 -0.134 0.016 0.257 0.692
O 5.971892 -3.072101 -0.685158 0.067 0.038 -0.105 0.100
C 4.820691 -2.528992 -0.260453 -0.229 0.085 0.099 -0.307
C 4.070242 -3.043409 0.796232 0.056 -0.052 -0.003 0.012
C 2.903017 -2.394092 1.147120 0.063 -0.032 -0.023 -0.137
N 2.454805 -1.299566 0.532045 -0.171 0.183 -0.055 -0.001
C 3.180395 -0.836486 -0.466519 0.037 -0.207 0.172 -0.721
Br 2.517200 0.725315 -1.316929 0.205 0.182 -0.130 0.782
C 4.360654 -1.390721 -0.916931 0.143 -0.014 -0.108 -0.029
H 6.203396 -3.845504 -0.160451 0.001 -0.045 0.045 0.122
H 4.396816 -3.928556 1.328093 -0.033 0.014 0.023 0.121
H 2.283882 -2.757762 1.960008 0.043 -0.034 -0.007 0.097
H 4.925184 -0.968614 -1.735656 -0.030 0.014 0.009 0.121
C -1.944649 -0.821195 4.495528 0.030 0.027 -0.214 -0.297
P -2.533884 -0.646477 2.754719 -0.496 0.019 0.387 0.781
C -4.038276 0.365420 3.102959 0.145 -0.084 -0.087 -0.297
C -3.364588 -2.294921 2.567540 0.156 0.071 -0.048 -0.438
C -2.377378 -3.459254 2.674486 0.076 0.159 -0.099 -0.441
P -0.857114 -3.224972 1.637225 -0.056 -0.579 0.169 0.796
C -0.034368 -4.824259 2.058711 -0.045 0.173 -0.080 -0.295
C -1.533349 -3.715396 -0.004480 0.060 0.058 0.097 -0.296
H -2.717684 -1.269159 5.122556 0.012 -0.013 0.023 0.050
H -1.709118 0.169457 4.886293 0.033 -0.015 0.038 0.039
H -1.043680 -1.434577 4.535596 -0.001 0.009 0.048 0.028
H -4.607438 -0.063887 3.928810 -0.048 0.046 0.008 0.042
H -4.675586 0.402237 2.218093 -0.020 0.017 0.016 0.029
H -3.745118 1.384391 3.357575 -0.024 0.008 -0.008 0.040
H -3.853564 -2.298463 1.588738 -0.023 -0.028 0.014 0.075
H -4.147816 -2.388346 3.324446 -0.029 -0.013 -0.017 0.082
H -2.859199 -4.398782 2.391505 0.009 -0.032 0.050 0.083
H -2.037549 -3.563815 3.708079 -0.017 -0.014 0.008 0.073
H -0.726736 -5.656629 1.920947 0.032 -0.043 0.018 0.043
H 0.304674 -4.813883 3.095055 0.024 0.004 -0.005 0.038
H 0.829981 -4.974881 1.410187 0.011 -0.019 0.023 0.029
H -2.089751 -4.650923 0.080057 -0.042 0.006 -0.031 0.049
H -0.702220 -3.846361 -0.697594 -0.031 0.042 -0.041 0.025
H -2.179997 -2.937013 -0.411216 -0.007 -0.021 -0.036 0.029
C 1.368100 0.808898 3.524147 -0.027 0.003 -0.038 0.021
C 1.169308 1.930278 2.535358 0.157 0.046 0.019 -0.585
N 1.861595 3.063639 2.781406 -0.016 0.083 -0.048 0.180
O 0.446408 1.816534 1.554652 0.159 0.365 0.332 -0.159
H 1.819884 1.144540 4.455745 -0.004 -0.029 0.011 0.085
H 2.006653 0.050421 3.068236 0.002 0.031 -0.045 0.081
H 0.402973 0.350422 3.725144 -0.010 -0.011 0.010 0.054
H 2.462625 3.167507 3.577677 -0.019 -0.053 0.028 0.106
H 1.776192 3.834695 2.141120 -0.018 -0.019 -0.030 0.113
C 1.001286 -0.887630 -4.453224 -0.174 -0.128 0.180 -0.173
P -0.260701 -1.819703 -3.545403 0.025 -0.250 -0.723 0.530
C 0.114128 -3.566921 -3.866390 -0.061 0.303 0.063 -0.166
C -1.826301 -1.501083 -4.400249 0.251 -0.030 0.164 -0.159
O -0.306208 -1.495001 -2.093134 0.035 -0.242 -0.305 -0.587
H 1.079024 -1.229674 -5.485055 -0.022 0.010 -0.005 0.059
H 1.958425 -1.022519 -3.949352 0.017 -0.003 -0.029 0.035
H 0.749628 0.172979 -4.439769 0.002 -0.002 0.006 0.052
H 0.279962 -3.739132 -4.929739 -0.019 -0.026 0.004 0.056
H -0.719288 -4.181878 -3.526512 0.012 -0.015 0.012 0.054
H 1.010237 -3.843541 -3.310562 0.008 -0.001 -0.010 0.056
H -1.798216 -1.862368 -5.428207 0.017 0.013 -0.006 0.060
H -2.027929 -0.429890 -4.396393 -0.021 -0.003 0.016 0.055
H -2.622858 -2.011980 -3.859254 -0.016 0.002 -0.018 0.057
C -0.158636 6.340670 -5.052207 -0.017 0.019 0.112 -0.066
C -0.465219 6.834783 -3.642290 -0.047 -0.028 -0.191 -0.193
N -0.810011 5.753686 -2.718108 0.027 -0.008 0.024 -0.055
C 0.166803 5.394653 -1.700199 0.122 -0.087 -0.061 -0.201
C 1.397041 4.696283 -2.273311 -0.080 0.052 0.076 -0.067
C -2.064581 5.247040 -2.803696 -0.011 -0.078 -0.123 -0.424
O -2.893205 5.663279 -3.598398 0.050 0.048 0.091 0.082
C -2.442168 4.107543 -1.897575 -0.111 0.006 0.063 -0.118
C -3.524422 4.255126 -1.039126 0.031 -0.057 0.012 0.016
C -3.915431 3.176820 -0.262988 0.003 0.069 -0.032 -0.031
C -3.223767 1.983770 -0.397364 -0.075 -0.011 -0.004 -0.151
N -2.205385 1.817893 -1.237851 -0.006 -0.067 -0.002 0.008
C -1.828962 2.863961 -1.965944 0.059 0.129 -0.022 -0.090
H 0.110565 7.184242 -5.688506 -0.003 -0.019 -0.016 0.079
H -1.039115 5.858948 -5.473170 0.004 -0.012 -0.027 0.073
H 0.669313 5.630509 -5.052641 0.005 0.008 -0.010 0.065
H -1.308575 7.524703 -3.683738 0.035 0.027 0.047 0.122
H 0.393406 7.362585 -3.226791 -0.008 0.000 0.056 0.119
H -0.306530 4.750970 -0.963286 -0.052 0.036 0.041 0.110
H 0.474096 6.308962 -1.183588 -0.027 -0.009 0.015 0.124
H 1.110921 3.788800 -2.808106 0.018 0.013 -0.026 0.063
H 2.079040 4.418030 -1.467977 0.016 0.019 -0.011 0.071
H 1.933233 5.348947 -2.962180 0.022 -0.038 -0.023 0.073
H -4.050346 5.199839 -0.988666 0.013 0.006 -0.021 0.131
H -4.745886 3.260854 0.424754 0.009 -0.040 0.000 0.111
H -3.505568 1.112772 0.186941 -0.003 0.039 0.025 0.083
H -0.995570 2.703104 -2.644338 -0.020 0.013 0.009 0.119
```
Forces are in eV/Å.